1.
Density functional theory data (wB97M-V/def2-TZVPD) for a 2-piece molecular cluster, C2H8NO overall in a non-equilibrium geometry.

Geometry as XYZ:
```
12
Properties=species:S:1:pos:R:3:forces:R:3
C -0.524335 -0.200668 1.155549 1.474 -2.380 -2.043
C -1.315054 1.107179 -0.616184 0.410 -0.510 -1.332
N -0.643212 0.048022 -0.362279 1.200 2.320 2.166
H 0.538741 -0.323612 1.416704 -0.039 0.679 -0.703
H -0.866823 0.643654 1.736576 -1.064 -0.616 0.143
H -0.753995 -1.264275 1.089129 -1.373 0.134 1.880
H -2.170934 1.376453 -0.020589 0.185 0.186 0.652
H -1.059405 1.749833 -1.442376 -0.320 -0.272 -0.739
H 0.193924 -0.324002 -0.882472 -0.816 0.398 0.223
H 2.297359 -0.222379 -1.021712 0.392 -0.058 -0.003
H 2.460682 -1.669353 -0.512616 -0.270 0.205 -0.082
O 1.843051 -0.920851 -0.539730 0.221 -0.085 -0.161
```
Positions in Å, forces in eV/Å.

## Properties
HOMO-LUMO gap: 0.4120 Eh
Charge: +1
LUMO level: -0.19380 Eh
Electronic energy: -5732.8951 eV
HOMO energy: -16.48 eV

2.
Density functional theory data (wB97M-V/def2-TZVPD) for the molecule C24H27N3O3S in a non-equilibrium geometry.

Geometry as XYZ:
```
58
Properties=species:S:1:pos:R:3:forces:R:3
C -2.680502 -5.099049 1.907127 0.280 0.080 -0.084
C -1.687125 -4.149928 1.238324 -0.308 0.037 -0.040
C -1.757304 -2.777556 1.902891 0.237 -0.215 0.005
C -1.981860 -4.080781 -0.265060 0.410 0.028 0.151
C -0.920161 -3.363315 -1.095156 0.057 -0.336 -0.156
N -1.022786 -1.924706 -0.995867 -0.150 -0.102 -0.112
C 0.045078 -1.127384 -0.889508 -0.113 0.164 -0.022
O 1.195175 -1.555004 -0.843122 0.200 -0.248 -0.019
C -0.254900 0.323309 -0.851324 0.382 0.822 0.245
C -1.279099 1.028166 -1.554483 0.582 0.262 0.227
C -2.389187 0.523352 -2.388922 -0.465 0.016 0.197
S -3.713104 -0.161053 -1.290017 -0.098 0.357 -0.017
C -3.706041 1.150589 -0.071855 -0.177 -0.541 -0.343
C -3.017506 0.976156 1.116761 -0.014 0.035 0.075
C -2.939753 2.027002 2.013401 0.050 -0.006 0.091
C -3.550094 3.235016 1.720951 0.017 0.042 0.041
C -4.249377 3.393287 0.536301 -0.055 0.079 -0.042
C -4.331577 2.348890 -0.366905 -0.058 0.054 0.092
N -1.187506 2.312481 -1.316813 -0.889 -0.113 -0.887
O -0.157007 2.504660 -0.482811 0.773 -0.138 0.640
C 0.424832 1.337880 -0.199036 -0.531 -0.732 -0.360
C 1.561552 1.389779 0.779965 0.046 -0.075 -0.044
O 1.669134 2.316859 1.557598 -0.075 0.283 0.055
N 2.389055 0.341741 0.697984 0.115 -0.249 -0.062
C 3.574835 0.228116 1.520521 0.037 0.088 0.175
C 4.810514 0.153829 0.660336 -0.009 0.022 0.082
C 5.766910 1.157977 0.695564 -0.061 -0.053 0.040
C 6.890320 1.083597 -0.110375 0.092 0.037 -0.040
C 7.062345 0.007936 -0.964016 0.084 0.041 -0.033
C 6.106915 -0.993798 -1.010201 -0.031 -0.096 -0.058
C 4.987169 -0.922409 -0.201596 0.066 0.076 0.045
H -2.620561 -6.093005 1.469862 -0.047 -0.134 -0.027
H -3.696764 -4.730453 1.784532 -0.163 0.033 0.001
H -2.472511 -5.181436 2.971103 -0.032 -0.030 0.131
H -0.677059 -4.552190 1.373954 -0.004 -0.005 -0.045
H -1.626900 -2.875170 2.978523 -0.008 0.031 0.130
H -2.728765 -2.321567 1.718875 -0.128 0.111 -0.030
H -0.976126 -2.120020 1.530571 0.010 0.140 0.026
H -2.948277 -3.595530 -0.424981 -0.149 -0.051 -0.011
H -2.059877 -5.101382 -0.644732 -0.067 -0.007 -0.060
H -1.035064 -3.648654 -2.148610 0.112 -0.037 0.103
H 0.086795 -3.642906 -0.775423 -0.111 -0.028 -0.086
H -1.960230 -1.534626 -0.974765 0.148 0.143 0.140
H -2.819103 1.341382 -2.964243 0.106 -0.071 -0.061
H -2.090569 -0.294335 -3.042274 0.026 0.054 -0.053
H -2.535336 0.034518 1.332653 0.048 -0.083 -0.006
H -2.388180 1.903504 2.932847 0.047 0.009 0.096
H -3.475739 4.056374 2.417094 0.003 0.077 0.062
H -4.726171 4.334367 0.308220 -0.035 0.095 -0.005
H -4.866573 2.463601 -1.297441 -0.044 0.009 -0.085
H 2.198851 -0.408107 0.030036 -0.164 0.221 -0.005
H 3.604029 1.103669 2.173026 0.019 -0.185 -0.027
H 3.493422 -0.676776 2.135221 0.026 0.147 0.010
H 5.630767 2.001665 1.356320 -0.031 0.087 0.074
H 7.630816 1.869116 -0.073680 0.059 0.062 0.000
H 7.937996 -0.049313 -1.593795 0.065 -0.005 -0.047
H 6.235680 -1.833314 -1.677636 0.011 -0.068 -0.051
H 4.241989 -1.703837 -0.241210 -0.093 -0.128 -0.015
```
Positions in Å, forces in eV/Å.

## Properties
HOMO-LUMO gap: 0.3528 Eh
LUMO level: 0.01605 Eh
Electronic energy: -46774.6076 eV
HOMO energy: -9.16 eV

3.
Density functional theory data (wB97M-V/def2-TZVPD) for a 3-piece molecular cluster, C19H40FN4O5 overall in a non-equilibrium geometry.

Geometry as XYZ:
```
69
Properties=species:S:1:pos:R:3:forces:R:3
C 4.334384 -1.794934 -5.290069 -0.430 0.632 -0.820
C 3.773007 -0.997103 -6.541740 1.897 -0.866 -0.062
O 3.217171 0.289073 -6.220153 -1.013 -0.948 0.188
C 2.200105 0.224488 -5.245597 -0.551 -0.034 0.574
C 1.086014 -0.828608 -5.583764 -1.037 0.172 -2.664
C 0.478171 -0.889415 -6.940830 -1.110 -2.381 2.426
C -0.496147 -1.939773 -7.080676 0.812 0.697 -0.160
C -0.822855 -2.839770 -5.971659 0.953 1.672 -0.958
F -1.704375 -3.816180 -6.145566 0.987 1.041 0.406
N -0.254274 -2.679910 -4.799646 -1.259 -1.215 -0.946
N 0.624646 -1.725757 -4.695593 1.976 2.018 0.342
H 3.565913 -2.509468 -4.910664 0.759 0.435 -0.039
H 5.253550 -2.340192 -5.626053 -0.936 0.345 0.502
H 4.611545 -1.041403 -4.515803 -0.061 -0.766 -0.433
H 3.101619 -1.650387 -7.158239 0.174 0.701 0.553
H 4.664292 -0.788895 -7.191564 -1.023 0.118 0.510
H 2.604289 0.004146 -4.224325 -0.286 0.066 -0.677
H 1.717389 1.238151 -5.203969 0.367 -0.949 -0.065
H 0.756237 -0.193918 -7.755051 -0.169 -0.581 0.707
H -1.003039 -2.114868 -8.056874 0.409 0.205 0.906
H 1.047449 -1.641001 -3.757734 -0.431 -0.335 -0.267
C -3.304288 -1.325713 -2.607562 -0.170 -0.159 0.254
O -3.275927 -2.452483 -1.751881 0.251 0.257 -0.360
C -2.081475 -3.221777 -1.868640 -0.173 -0.410 0.488
C -1.252408 -3.121566 -0.597960 -0.149 0.358 -0.169
N -0.671491 -1.786164 -0.456880 0.134 -0.195 -0.149
C -0.056455 -1.543179 0.850736 -0.080 0.273 -0.087
C -0.981336 -1.531180 2.070945 0.356 0.178 0.198
O -1.898090 -0.448425 2.083027 -0.046 -0.379 -0.108
C -3.111009 -0.690323 1.386076 0.014 0.388 0.171
H -4.295727 -0.878384 -2.540736 0.039 -0.059 0.027
H -2.566526 -0.577708 -2.299265 0.064 0.079 -0.154
H -3.126447 -1.619736 -3.648579 0.030 0.056 -0.030
H -1.492985 -2.938691 -2.745587 -0.096 0.135 0.100
H -2.391077 -4.262667 -2.001052 0.045 0.002 -0.027
H -0.448678 -3.862991 -0.631960 0.005 0.025 0.042
H -1.907194 -3.361869 0.246667 -0.023 -0.205 -0.039
H -1.397567 -1.094678 -0.601120 0.000 -0.063 0.058
H 0.426447 -0.563538 0.789493 -0.001 -0.031 0.119
H 0.740210 -2.276570 1.010291 -0.078 -0.059 -0.001
H -0.346636 -1.390338 2.951106 -0.015 0.015 -0.032
H -1.496651 -2.485476 2.222503 -0.114 0.018 -0.135
H -3.409713 -1.740899 1.420946 0.074 -0.004 -0.067
H -3.031066 -0.349952 0.350740 -0.126 -0.160 -0.110
H -3.890476 -0.094234 1.862446 0.045 -0.027 0.032
C 1.193779 4.279746 7.677663 0.192 -0.123 -0.086
O 1.380061 2.961075 7.189798 -0.260 0.242 0.152
C 0.225761 2.137049 7.336396 0.194 -0.439 -0.239
C -0.362565 1.796226 5.974499 0.047 0.428 0.105
N -0.975623 2.968346 5.355094 0.037 -0.259 -0.052
C -1.348599 2.766095 3.955638 0.055 0.281 0.126
C -0.215457 2.528492 2.953776 -0.400 0.081 -0.312
O 0.632528 3.653182 2.766249 0.121 -0.363 0.161
C 1.706412 3.747658 3.689902 -0.041 0.331 -0.246
H 2.156484 4.789962 7.640099 -0.012 -0.090 -0.029
H 0.484790 4.833415 7.055228 -0.102 0.089 0.130
H 0.848358 4.267977 8.715740 -0.060 0.065 -0.042
H -0.523538 2.592058 7.991533 0.035 0.128 -0.119
H 0.559591 1.209693 7.811446 -0.039 0.004 0.013
H -1.119330 1.015176 6.094483 -0.012 0.021 -0.039
H 0.449418 1.398239 5.353296 0.056 -0.211 0.108
H -0.326931 3.744357 5.404418 -0.048 -0.034 0.043
H -1.885476 3.667001 3.644276 0.028 -0.058 -0.102
H -2.061617 1.937978 3.893727 0.103 -0.067 0.002
H -0.682380 2.346378 1.980865 0.007 0.004 0.030
H 0.367343 1.628642 3.180124 0.097 0.064 0.147
H 2.059277 2.767396 4.020379 -0.097 0.006 0.073
H 1.419534 4.358278 4.548235 0.122 -0.132 0.172
H 2.529652 4.259858 3.188982 -0.035 -0.032 -0.035
```
Positions in Å, forces in eV/Å.

## Properties
HOMO-LUMO gap: 0.1658 Eh
Charge: +1
LUMO level: -0.19490 Eh
Electronic energy: -39255.3910 eV
HOMO energy: -9.82 eV

4.
Density functional theory data (wB97M-V/def2-TZVPD) for C5H8O as an isolated structure.

Geometry as XYZ:
```
14
Properties=species:S:1:pos:R:3:forces:R:3
C -0.422531 0.853782 1.576283 0.190 0.008 -0.069
C -0.282727 -0.410238 0.721112 -0.089 -0.063 -0.018
C -0.524634 -0.406004 -0.763953 -0.245 -0.025 -0.228
C 0.530471 0.409498 -1.532219 -0.228 0.356 -0.184
O 1.627577 -0.260046 -0.887418 0.047 0.134 0.110
C 0.701661 -1.089669 -0.224601 0.044 -0.289 0.360
H -0.413306 1.771005 0.977866 0.236 -0.203 0.006
H 0.290080 0.965017 2.398146 0.080 -0.141 -0.189
H -1.423404 0.816170 2.036098 0.303 -0.041 -0.167
H -0.760866 -1.251809 1.222641 -0.354 0.087 -0.301
H -1.427877 -0.768588 -1.238603 0.187 -0.196 0.008
H 0.607330 1.497251 -1.430184 -0.175 -0.073 0.055
H 0.510252 0.129078 -2.592737 -0.031 0.163 0.162
H 0.915113 -2.159400 -0.232150 0.035 0.284 0.453
```
Positions in Å, forces in eV/Å.

## Properties
HOMO-LUMO gap: 0.3783 Eh
LUMO level: 0.03896 Eh
Electronic energy: -7359.4478 eV
HOMO energy: -9.23 eV